ORCA calculation (the ωB97M-V functional and the def2-TZVPD basis) on a structure of composition C63H46NNiP3Si in a non-equilibrium geometry.

- Kohn-Sham gap: 6.372 eV
- ΔE to the lowest compared entry with this formula, charge and spin: 22.5 kcal per mole
- LUMO: -0.36 eV
- E_HOMO: -6.7 eV
- E_tot: -5304.79534 Eh

Last column: Löwdin charge in e.
Positions of all 115 atoms, in Å:
Ni: 0.4473 0.0404 -0.7087  -0.244
C: -0.0447 5.4822 2.4524  -0.083
C: 1.1239 4.8104 2.7849  -0.076
C: 1.5721 3.7504 2.0075  -0.068
C: 0.8580 3.3460 0.8776  -0.294
C: -0.3258 4.0185 0.5664  -0.104
C: -0.7692 5.0827 1.3393  -0.072
P: 1.4441 1.9827 -0.2171  1.100
C: 2.2272 2.9340 -1.5894  -0.309
C: 3.3660 2.4242 -2.2188  -0.111
C: 3.9207 3.0640 -3.3197  -0.078
C: 3.3384 4.2204 -3.8225  -0.089
C: 2.2048 4.7326 -3.2105  -0.083
C: 1.6536 4.0958 -2.1040  -0.092
C: 2.8377 1.3148 0.7429  -0.376
C: 4.1205 1.8572 0.7949  -0.097
C: 5.1002 1.2532 1.5723  -0.074
C: 4.7946 0.1159 2.3076  -0.074
C: 3.5099 -0.4156 2.2628  -0.075
C: 2.5081 0.1745 1.4821  -0.236
Si: 0.7537 -0.6111 1.4227  0.539
C: 1.2082 -2.4370 1.6415  -0.243
C: 1.2741 -3.2226 2.7944  -0.094
C: 1.3619 -4.6102 2.7071  -0.080
C: 1.3912 -5.2286 1.4655  -0.078
C: 1.3473 -4.4605 0.3057  -0.088
C: 1.2644 -3.0756 0.3870  -0.350
P: 1.2420 -2.0010 -1.1062  1.081
C: 0.4341 -3.0523 -2.3587  -0.334
C: -0.9015 -3.3814 -2.1109  -0.086
C: -1.6116 -4.1558 -3.0159  -0.071
C: -0.9955 -4.5996 -4.1820  -0.089
C: 0.3249 -4.2596 -4.4400  -0.084
C: 1.0416 -3.4834 -3.5326  -0.077
C: 3.0024 -2.0030 -1.6384  -0.336
C: 3.3771 -1.0599 -2.5936  -0.128
C: 4.6747 -1.0190 -3.0878  -0.085
C: 5.6226 -1.9194 -2.6181  -0.086
C: 5.2637 -2.8589 -1.6618  -0.076
C: 3.9595 -2.9058 -1.1775  -0.064
C: -0.5257 0.4392 2.3901  -0.219
C: -0.4148 1.1803 3.6594  -0.058
C: -1.3773 1.9918 4.1282  -0.081
C: -2.5323 2.3165 3.3156  -0.077
C: -2.6791 1.8684 2.0592  -0.070
C: -1.8119 0.8585 1.4440  -0.299
P: -1.7491 0.2952 -0.3355  1.079
C: -3.3592 -0.5443 -0.8761  -0.234
C: -3.6891 -1.8378 -0.4446  -0.122
C: -4.7707 -2.5388 -0.9659  -0.080
C: -5.5692 -1.9772 -1.9492  -0.088
C: -5.2812 -0.6976 -2.3892  -0.083
C: -4.1992 0.0024 -1.8646  -0.076
C: -1.8789 1.8007 -1.4215  -0.348
C: -1.0466 1.8615 -2.5458  -0.110
C: -1.1034 2.9307 -3.4341  -0.076
C: -1.9945 3.9687 -3.2006  -0.076
C: -2.8364 3.9173 -2.0950  -0.077
C: -2.7886 2.8378 -1.2227  -0.131
H: -0.3929 6.3056 3.0649  0.102
H: 1.6915 5.1064 3.6595  0.104
H: 2.4812 3.2386 2.2921  0.098
H: -0.9134 3.7054 -0.2870  0.065
H: -1.6911 5.5892 1.0750  0.106
H: 3.8314 1.5283 -1.8339  0.083
H: 4.8132 2.6590 -3.7842  0.102
H: 3.7726 4.7234 -4.6794  0.102
H: 1.7424 5.6352 -3.5936  0.105
H: 0.7744 4.5201 -1.6415  0.090
H: 4.3592 2.7501 0.2274  0.110
H: 6.1013 1.6665 1.5979  0.103
H: 5.5604 -0.3630 2.9091  0.103
H: 3.2860 -1.3177 2.8272  0.093
H: 1.2346 -2.7546 3.7757  0.099
H: 1.3919 -5.2110 3.6104  0.102
H: 1.4462 -6.3091 1.3966  0.102
H: 1.3692 -4.9473 -0.6650  0.113
H: -1.3762 -3.0186 -1.2016  0.078
H: -2.6481 -4.4039 -2.8154  0.101
H: -1.5453 -5.2097 -4.8892  0.101
H: 0.8034 -4.5970 -5.3520  0.102
H: 2.0719 -3.2226 -3.7418  0.099
H: 2.6344 -0.3579 -2.9539  0.092
H: 4.9494 -0.2792 -3.8325  0.101
H: 6.6376 -1.8891 -2.9974  0.102
H: 6.0007 -3.5628 -1.2920  0.104
H: 3.6936 -3.6410 -0.4281  0.097
H: 0.5231 1.0819 4.2021  0.109
H: -1.2501 2.5050 5.0766  0.101
H: -3.2476 3.0345 3.7037  0.103
H: -3.4937 2.2586 1.4607  0.092
H: -3.0719 -2.2980 0.3094  0.076
H: -4.9789 -3.5369 -0.5981  0.107
H: -6.4029 -2.5277 -2.3717  0.104
H: -5.8940 -0.2343 -3.1554  0.104
H: -4.0122 0.9839 -2.2608  0.083
H: -0.3538 1.0547 -2.7409  0.088
H: -0.4489 2.9546 -4.2980  0.112
H: -2.0446 4.8095 -3.8823  0.106
H: -3.5447 4.7188 -1.9156  0.109
H: -3.4782 2.8056 -0.3910  0.096
N: -6.0043 -3.5988 6.3379  0.146
C: -5.2739 -3.0839 5.6119  -0.182
C: -4.3560 -2.4362 4.6976  -0.233
C: -2.9851 -2.5053 4.9217  -0.017
C: -2.1129 -1.8788 4.0467  0.009
C: -2.5912 -1.1805 2.9443  -0.134
C: -3.9675 -1.1188 2.7267  -0.006
C: -4.8491 -1.7423 3.5931  -0.012
C: -1.6353 -0.5328 2.0091  -0.432
C: -1.0045 -1.2391 0.7814  -0.163
H: -2.6141 -3.0487 5.7812  0.119
H: -1.0431 -1.9256 4.2198  0.111
H: -4.3417 -0.5789 1.8655  0.114
H: -5.9176 -1.6974 3.4256  0.120

Force components x, y, z for each atom (eV/Å):
Ni -0.33 -0.10 0.24
C 0.01 -0.02 0.02
C -0.02 -0.04 -0.02
C -0.05 0.00 -0.05
C -0.14 -0.02 0.01
C 0.09 -0.03 -0.01
C 0.00 -0.06 -0.01
P 0.37 0.01 -0.12
C -0.03 -0.02 -0.07
C -0.04 0.05 -0.07
C -0.04 -0.05 0.04
C 0.03 0.01 0.00
C -0.04 -0.02 0.04
C 0.12 0.01 0.02
C 0.15 0.12 0.05
C -0.02 0.00 0.05
C -0.05 0.01 -0.05
C -0.09 -0.04 0.03
C -0.04 0.07 0.00
C 0.17 -0.17 0.03
Si -0.40 0.46 0.13
C -0.16 -0.22 0.50
C 0.04 0.04 -0.21
C 0.00 0.01 -0.02
C 0.00 0.01 0.04
C 0.08 0.07 -0.05
C 0.08 -0.05 0.13
P 0.60 -0.07 -0.18
C -0.20 0.04 0.02
C -0.09 0.00 -0.02
C 0.07 0.03 0.00
C 0.01 0.00 0.02
C 0.01 0.04 0.03
C -0.05 -0.07 -0.01
C -0.02 -0.18 -0.03
C 0.07 -0.06 -0.04
C -0.05 0.03 0.03
C -0.02 -0.01 -0.01
C -0.08 0.01 0.03
C 0.07 0.05 0.01
C 0.45 -0.10 0.61
C -0.26 -0.16 -0.36
C -0.11 0.01 -0.08
C 0.09 0.08 0.23
C 0.01 -0.30 -0.17
C -0.29 -0.14 0.07
P -1.30 0.36 1.04
C -0.19 0.10 -0.39
C 0.14 0.19 0.09
C 0.12 0.04 0.10
C -0.03 -0.03 0.01
C 0.09 0.15 0.01
C 0.17 -0.08 0.17
C 0.38 -0.31 -0.57
C -0.32 0.22 0.01
C -0.04 -0.08 0.12
C -0.04 -0.01 0.06
C -0.03 0.01 -0.06
C -0.15 -0.12 0.02
H 0.02 -0.02 -0.03
H -0.02 -0.01 -0.04
H 0.00 -0.01 -0.01
H 0.19 0.13 0.14
H 0.04 -0.03 0.01
H 0.03 -0.09 -0.03
H -0.04 0.01 0.04
H -0.03 -0.04 0.05
H 0.01 -0.03 0.03
H -0.02 0.02 0.02
H -0.01 -0.04 0.03
H -0.02 0.00 0.00
H -0.06 0.03 -0.04
H 0.06 0.09 -0.08
H 0.01 -0.05 -0.09
H 0.00 0.05 -0.06
H -0.01 0.06 0.00
H 0.00 0.03 0.05
H 0.07 -0.02 -0.03
H 0.06 0.02 0.00
H 0.01 0.04 0.02
H -0.01 0.01 0.04
H -0.01 -0.03 0.00
H -0.01 0.09 -0.01
H -0.04 -0.04 0.04
H -0.05 0.01 0.03
H -0.05 0.04 0.00
H 0.02 0.02 -0.03
H -0.07 0.00 -0.08
H 0.00 -0.05 -0.09
H 0.04 -0.04 -0.03
H 0.02 -0.05 0.06
H 0.14 -0.10 0.05
H 0.02 0.03 0.01
H 0.05 0.02 0.06
H 0.07 -0.01 0.05
H 0.08 0.16 -0.07
H 0.16 -0.17 -0.05
H -0.02 -0.02 0.07
H 0.01 -0.03 0.03
H 0.04 -0.05 -0.01
H 0.03 0.03 -0.03
N 0.16 0.12 -0.16
C 0.07 0.04 -0.07
C -0.23 -0.10 0.11
C 0.08 -0.03 0.06
C 0.05 -0.03 0.08
C 0.01 -0.04 -0.19
C 0.01 0.02 0.06
C 0.01 0.01 -0.01
C 0.40 0.80 -0.37
C 0.05 -0.45 -0.96
H 0.02 0.02 -0.03
H -0.08 -0.01 0.00
H -0.03 0.00 0.07
H 0.03 0.02 -0.02